(1)
The following is a quantum chemistry calculation of CH2N2O2S in the gas phase in a non-equilibrium geometry, from the OMol25 dataset.

```
8
CH2N2O2S | the OMol25 dataset | the ωB97M-V functional and the def2-TZVPD basis
C -1.634 -0.512 -0.303
N -2.740 -0.746 -0.099
N 0.710 1.063 0.332
O 1.196 -0.690 -1.530
O 0.903 -1.315 0.862
S 0.559 -0.490 -0.243
H 0.601 0.973 1.318
H 0.405 1.717 -0.338
```

Summary:
* LUMO (alpha / beta): 0.265 / -5.763 eV
* energy: -18972.375 eV
* spin multiplicity: 3
* gap between HOMO and LUMO (alpha / beta): 8.3 / 6.4 eV
* max |F|: 3.78 eV/Å
* energy relative to the best compared isomer or geometry (same formula, charge and spin): 350.8 kJ/mol

(2)
The following is a quantum chemistry calculation of C6H4F2K as an isolated structure in a non-equilibrium geometry, from the OMol25 dataset.

```
13
C6H4F2K | the OMol25 dataset | the ωB97M-V functional and the def2-TZVPD basis
F -0.786 -2.104 0.040
F 1.117 2.989 -0.057
C -0.976 0.110 -0.750
C 0.818 -0.531 0.758
C -0.488 1.417 -0.775
C 1.307 0.775 0.733
C -0.313 -0.838 0.016
C 0.644 1.723 -0.033
H -1.868 -0.178 -1.322
H 1.310 -1.314 1.351
H -0.980 2.200 -1.368
H 2.199 1.063 1.305
K -1.985 -5.310 0.101
```

Summary:
* LUMO: -4.444 eV
* energy: -28041.294 eV
* charge: +1
* gap between HOMO and LUMO: 7.4 eV
* max |F|: 1.41 eV/Å

(3)
The following is a quantum chemistry calculation of C18H20FN3O3S in the gas phase, from the OMol25 dataset.

```
46
C18H20FN3O3S | the OMol25 dataset | the ωB97M-V functional and the def2-TZVPD basis
O 1.434 2.117 2.663
C 0.611 2.106 1.767
N 0.925 2.386 0.488
C 2.315 2.529 0.081
C 2.822 1.233 -0.494
C 2.800 1.006 -1.863
C 3.193 -0.214 -2.381
C 3.596 -1.205 -1.507
F 3.978 -2.402 -2.006
C 3.629 -1.009 -0.140
C 3.236 0.218 0.361
C -0.882 1.885 2.074
C -1.016 1.010 3.332
C -1.181 -0.470 2.962
C -0.482 -0.777 1.644
N -1.135 -0.043 0.574
S -0.562 -0.278 -0.961
O -0.497 0.991 -1.642
O 0.602 -1.108 -0.917
C -1.899 -1.224 -1.678
C -1.774 -2.594 -1.818
C -2.850 -3.301 -2.332
C -3.995 -2.592 -2.671
N -4.109 -1.280 -2.538
C -3.081 -0.608 -2.054
C -1.682 1.248 0.938
H 0.293 2.168 -0.269
H 2.881 2.806 0.974
H 2.373 3.332 -0.658
H 2.463 1.786 -2.530
H 3.175 -0.407 -3.441
H 3.945 -1.808 0.511
H 3.244 0.394 1.427
H -1.289 2.882 2.275
H -1.867 1.334 3.931
H -0.111 1.150 3.926
H -0.762 -1.101 3.745
H -2.239 -0.721 2.858
H -0.548 -1.839 1.398
H 0.580 -0.512 1.705
H -0.846 -3.068 -1.538
H -2.802 -4.370 -2.466
H -4.866 -3.093 -3.071
H -3.194 0.463 -1.969
H -2.720 1.113 1.271
H -1.702 1.866 0.040
```

Summary:
* LUMO: 0.426 eV
* energy: -43156.334 eV
* gap between HOMO and LUMO: 9.2 eV
* SMILES string: O=C(NCc1ccc(F)cc1)[C@@H]1CCCN(S(=O)(=O)c2cccnc2)C1
* max |F|: 1.00 eV/Å
* energy relative to the best compared isomer or geometry (same formula, charge and spin): 30.4 kJ/mol

(4)
The following is a quantum chemistry calculation of C54H45FGeNP3Pt as an isolated structure in a non-equilibrium geometry, from the OMol25 dataset.

```
106
C54H45FGeNP3Pt | the OMol25 dataset | the ωB97M-V functional and the def2-TZVPD basis
Pt 1.603 -1.610 -1.643
F 0.864 0.466 -0.850
Ge -0.597 0.636 0.154
C -1.333 2.433 -0.009
C -2.149 2.604 -1.115
C -3.012 3.703 -1.251
C -3.198 4.543 -0.203
C -2.438 4.402 0.901
C -1.469 3.356 1.079
P -0.190 3.792 2.236
C 0.918 5.042 1.533
C 0.972 5.156 0.102
C 1.677 6.192 -0.425
C 2.354 7.064 0.409
C 2.409 6.870 1.767
C 1.645 5.892 2.406
C -0.775 4.418 3.847
C -0.840 3.730 5.065
C -1.290 4.323 6.291
C -1.690 5.625 6.325
C -1.632 6.353 5.143
C -1.205 5.699 3.984
C 0.097 -0.048 1.806
C -0.485 0.430 2.994
C 0.030 0.040 4.190
C 0.942 -1.009 4.300
C 1.521 -1.493 3.114
C 1.075 -1.077 1.884
P 1.719 -2.205 0.620
C 0.807 -3.770 0.855
C -0.421 -3.655 1.562
C -1.219 -4.759 1.854
C -0.787 -5.982 1.364
C 0.358 -6.134 0.689
C 1.186 -5.043 0.429
C 3.501 -2.287 0.770
C 4.419 -3.390 0.711
C 5.748 -3.232 0.782
C 6.260 -1.951 1.083
C 5.431 -0.867 1.117
C 4.086 -1.007 0.850
C -2.162 -0.436 -0.562
C -3.329 -0.163 0.218
C -4.455 -0.964 0.018
C -4.454 -1.917 -0.955
C -3.353 -2.199 -1.711
C -2.134 -1.513 -1.422
P -0.601 -1.714 -2.552
C -0.668 -3.349 -3.293
C -0.855 -4.493 -2.525
C -0.749 -5.736 -3.117
C -0.365 -5.907 -4.470
C -0.022 -4.790 -5.170
C -0.252 -3.500 -4.661
C -0.941 -0.536 -3.892
C -2.194 -0.231 -4.368
C -2.291 0.384 -5.603
C -1.185 0.683 -6.410
C 0.090 0.343 -5.927
C 0.161 -0.214 -4.665
H -2.016 1.837 -1.849
H -3.614 3.888 -2.120
H -3.933 5.334 -0.149
H -2.633 5.109 1.713
H 0.455 4.343 -0.439
H 1.744 6.293 -1.498
H 2.822 7.939 -0.003
H 3.064 7.471 2.278
H 1.622 5.694 3.439
H -0.302 2.661 5.178
H -1.074 3.711 7.200
H -1.833 6.082 7.313
H -1.821 7.376 5.061
H -1.254 6.345 3.081
H -1.251 1.201 2.898
H -0.423 0.378 5.160
H 1.437 -1.272 5.200
H 2.089 -2.402 3.231
H -0.702 -2.717 1.973
H -2.105 -4.641 2.482
H -1.446 -6.866 1.469
H 0.639 -7.112 0.340
H 2.084 -5.177 -0.130
H 3.949 -4.411 0.644
H 6.352 -4.098 0.672
H 7.367 -1.881 1.050
H 5.746 0.226 1.297
H 3.407 -0.231 0.771
H -3.366 0.769 0.868
H -5.334 -0.727 0.521
H -5.463 -2.429 -1.190
H -3.421 -2.985 -2.433
H -1.047 -4.431 -1.456
H -0.939 -6.616 -2.538
H -0.175 -6.837 -4.990
H 0.290 -4.869 -6.189
H -0.161 -2.601 -5.319
H -3.096 -0.579 -3.856
H -3.315 0.677 -5.857
H -1.300 1.189 -7.396
H 0.937 0.443 -6.563
H 1.173 -0.434 -4.335
N 2.790 -2.966 -2.683
H 3.365 -2.541 -3.395
H 2.208 -3.697 -3.088
H 3.352 -3.442 -2.019
```

Summary:
* LUMO (alpha / beta): -10.434 / -14.505 eV
* energy: -148523.449 eV
* charge: +4
* spin multiplicity: 5
* gap between HOMO and LUMO (alpha / beta): 6.7 / 2.6 eV
* max |F|: 4.38 eV/Å
* energy relative to the best compared isomer or geometry (same formula, charge and spin): 0.0 kJ/mol

(5)
The following is a quantum chemistry calculation of a 2-piece molecular cluster, C4H12 overall in a non-equilibrium geometry, from the OMol25 dataset.

```
16
C4H12 | the OMol25 dataset | the ωB97M-V functional and the def2-TZVPD basis
C -1.234 -1.902 1.956
C -2.170 -0.918 1.253
H -0.541 -1.414 2.456
H -1.718 -2.555 2.724
H -0.722 -2.645 1.373
H -1.758 -0.629 0.184
H -2.193 0.029 1.705
H -3.237 -1.285 1.213
C 2.365 1.047 -1.210
C 1.097 1.838 -2.059
H 3.362 1.553 -1.380
H 2.122 1.135 -0.189
H 2.447 -0.082 -1.388
H 0.555 2.422 -1.340
H 0.359 1.019 -2.327
H 1.269 2.386 -2.972
```

Summary:
* LUMO: 0.996 eV
* energy: -4341.197 eV
* gap between HOMO and LUMO: 12.6 eV
* SMILES string: CC.CC
* max |F|: 4.90 eV/Å
* energy relative to the best compared isomer or geometry (same formula, charge and spin): 128.4 kJ/mol

(6)
The following is a quantum chemistry calculation of C19H25N3O5 in the gas phase in a non-equilibrium geometry, from the OMol25 dataset.

```
52
C19H25N3O5 | the OMol25 dataset | the ωB97M-V functional and the def2-TZVPD basis
C 3.915 -4.749 0.532
C 3.269 -3.391 0.765
O 1.878 -3.604 0.906
C 1.057 -2.543 1.160
C 1.512 -1.229 1.230
C 0.652 -0.173 1.447
C -0.707 -0.415 1.608
C -1.622 0.687 1.801
N -2.905 0.574 2.033
O -3.370 1.853 2.106
C -2.322 2.660 1.909
C -2.496 4.132 1.903
C -1.401 4.828 1.086
C -1.546 4.480 -0.394
O -2.199 5.156 -1.163
N -0.894 3.361 -0.757
C -0.983 2.796 -2.081
C 0.367 2.174 -2.467
C 0.304 1.459 -3.820
C -0.202 0.067 -3.433
C 0.213 -0.072 -1.957
O 0.752 1.173 -1.543
N -1.223 1.997 1.724
C -1.175 -1.724 1.564
C -0.321 -2.795 1.345
O -0.943 -4.006 1.304
C -0.217 -5.212 1.398
H 3.512 -5.204 -0.368
H 4.989 -4.631 0.421
H 3.713 -5.407 1.373
H 3.675 -2.929 1.675
H 3.466 -2.727 -0.088
H 2.560 -1.018 1.096
H 1.027 0.837 1.480
H -3.484 4.365 1.499
H -2.466 4.487 2.938
H -0.421 4.525 1.453
H -1.517 5.906 1.191
H -0.445 2.784 -0.057
H -1.763 2.025 -2.112
H -1.254 3.599 -2.770
H 1.140 2.949 -2.426
H 1.304 1.396 -4.248
H -0.351 1.967 -4.524
H -1.285 0.008 -3.532
H 0.239 -0.714 -4.049
H 0.994 -0.823 -1.811
H -0.638 -0.343 -1.321
H -2.226 -1.924 1.695
H 0.373 -5.403 0.500
H 0.439 -5.220 2.271
H -0.974 -5.989 1.508
```

Summary:
* LUMO: 0.641 eV
* energy: -34815.667 eV
* gap between HOMO and LUMO: 8.9 eV
* SMILES string: CCOc1ccc(-c2noc(CCC(=O)NC[C@@H]3CCCO3)n2)cc1OC
* max |F|: 1.23 eV/Å
* energy relative to the best compared isomer or geometry (same formula, charge and spin): 380.5 kJ/mol

> max |F| of number 1 (CH2N2O2S)?

3.78 eV/Å

> Which of these has the highest max |F|?

C4H12

> What is the formula in the first record?

CH2N2O2S